ORCA calculation (wB97M-V/def2-TZVPD) on a cluster of 7 separate species, C4H22N2O7 in total at a distorted geometry.

* SMILES: CCNCC(N)=O.O.O.O.O.O.O
* HOMO: -8.9 eV
* relative energy (zero: lowest compared OMol25 entry of this formula, charge and spin): 242.46 kJ/mol

Atoms and positions in Å:
C: -1.8138 -1.7985 -0.4041
C: -0.9607 -1.5683 0.8207
N: 0.4456 -1.8936 0.4282
C: 1.4508 -1.2156 1.2573
C: 1.4793 0.2390 0.7886
N: 1.4092 0.4800 -0.5401
O: 1.2813 1.1190 1.6257
H: -1.9155 -2.8500 -0.6492
H: -2.8604 -1.5034 -0.2229
H: -1.5814 -1.1194 -1.2099
H: -0.8874 -0.5452 1.1683
H: -1.2980 -2.2816 1.5711
H: 0.6054 -2.8774 0.5097
H: 1.2223 -1.1683 2.3222
H: 2.3871 -1.7280 1.0334
H: 1.3561 -0.3824 -1.0754
H: 1.4546 1.3773 -0.9832
H: 1.9765 -1.4501 -2.9995
H: 1.1498 -2.6525 -3.4146
O: 1.4328 -2.1661 -2.6344
H: 0.0586 2.0736 -2.7240
H: -0.5274 1.5906 -1.4373
O: -0.7363 2.1600 -2.1874
H: 0.8813 2.0183 3.6425
H: 0.6983 3.1582 2.7114
O: 0.2988 2.7752 3.4997
H: -3.0723 1.5252 0.1841
H: -1.8347 2.2095 0.9667
O: -2.1590 1.4503 0.4708
H: 1.5821 0.3709 -4.2335
H: 2.5411 1.3166 -3.4572
O: 2.2713 0.3981 -3.5620
H: -1.5862 1.2585 3.4274
H: -2.3930 0.9356 2.1781
O: -2.3557 0.7445 3.1292

---

ORCA calculation (wB97M-V/def2-TZVPD) on a cluster of 6 separate species, C4H22NO5S in total at a distorted geometry.

* charge: +1
* HOMO: -11.8 eV
* relative energy (zero: lowest compared OMol25 entry of this formula, charge and spin): 0.00 kJ/mol

Atoms and positions in Å:
C: 0.6806 -3.1745 -0.3486
C: 0.1857 -1.7157 -0.2480
C: 1.3442 -0.7387 -0.2456
C: 2.1623 -0.7719 1.0411
S: 3.6635 -1.7520 1.0486
N: -0.7626 -1.3857 -1.3387
H: 1.3798 -3.2717 -1.1603
H: -0.1485 -3.8355 -0.5639
H: 1.1102 -3.4406 0.6118
H: -0.3163 -1.7103 0.7145
H: 1.9388 -0.9832 -1.1179
H: 0.9629 0.2685 -0.4501
H: 1.5440 -1.0693 1.8801
H: 2.4319 0.2452 1.3084
H: 4.5019 -0.8812 0.4720
H: -0.3198 -1.3249 -2.2439
H: -1.2753 -0.5030 -1.1457
H: -1.5285 -2.0553 -1.1750
H: -2.5955 2.5779 1.8215
H: -1.2768 3.2029 1.2156
O: -1.9826 2.5413 1.0823
H: -3.1708 1.2417 -1.2300
H: -2.1592 1.1483 -0.1444
O: -2.6092 0.5801 -0.8026
H: -1.8594 3.6574 -3.4394
H: -1.4464 4.6541 -2.2889
O: -1.6177 3.7381 -2.5156
H: 0.5742 4.0371 2.2477
H: 0.7800 5.0620 1.1519
O: 0.2056 4.3158 1.3992
H: -3.5578 -2.4815 0.7289
H: -3.6660 -1.3739 -0.2207
O: -3.0051 -2.0134 0.0858

---

ORCA calculation (wB97M-V/def2-TZVPD) on a cluster of 6 separate species, C4H22NO6 in total at a distorted geometry.

* charge: +1
* HOMO: -13.7 eV
* relative energy (zero: lowest compared OMol25 entry of this formula, charge and spin): 251.42 kJ/mol

Atoms and positions in Å:
C: 1.9280 -0.6630 0.8856
C: 0.4111 -0.6158 0.8470
C: -0.1593 -1.8408 0.0914
C: -1.6660 -2.1627 0.3574
O: -2.4065 -0.9056 0.2882
N: -0.1470 0.7211 0.0754
H: 2.4263 0.0273 0.2425
H: 2.5110 -1.6305 0.4721
H: 2.2917 -0.5591 1.8520
H: 0.1283 -0.5877 1.9958
H: -0.1433 -2.0362 -1.0261
H: 0.3634 -2.6810 0.4107
H: -2.1686 -2.8239 -0.3273
H: -1.8109 -2.3177 1.3515
H: -3.3656 -1.0909 0.0068
H: -1.0784 0.6689 -0.1353
H: -0.2050 1.4163 0.8696
H: 0.4244 1.0187 -0.6405
H: 2.9001 2.3316 -2.0362
H: 3.0653 2.9643 -0.5334
O: 2.4978 2.4918 -1.0914
H: 3.7590 -2.5309 -1.4267
H: 3.2835 -1.8982 -2.6962
O: 3.0726 -2.5687 -1.9956
H: -1.0120 4.1322 0.0667
H: 0.3197 3.5398 -0.2793
O: -0.6093 3.3361 -0.0934
H: -2.4158 0.7868 2.2479
H: -1.8263 1.7392 3.4278
O: -1.6925 1.3073 2.5746
H: -3.1291 0.6739 -2.4928
H: -2.3532 -0.2825 -1.5332
O: -3.1934 0.0399 -1.7557

---

ORCA calculation (wB97M-V/def2-TZVPD) on a cluster of 7 separate species, C4H22NO8 in total at a distorted geometry.

* charge: -1
* HOMO: -5.7 eV
* relative energy (zero: lowest compared OMol25 entry of this formula, charge and spin): 154.09 kJ/mol

Atoms and positions in Å:
C: 1.5236 -0.2531 0.9751
C: 2.0319 0.8196 -0.0772
C: 2.8598 1.7655 0.7456
O: 0.9678 1.6847 -0.5274
N: 0.6721 -1.3338 0.4695
C: -0.3904 -1.0082 -0.5683
O: -1.0080 0.2138 -0.1533
H: 0.8866 0.2491 1.7583
H: 2.2945 -0.6987 1.5149
H: 2.4443 0.5928 -1.0410
H: 3.9569 1.5719 0.6401
H: 2.7507 2.7465 0.1373
H: 2.6971 1.8981 1.8055
H: 0.0118 1.1423 -0.4408
H: 0.1745 -1.7189 1.3032
H: -1.1379 -1.7760 -0.6667
H: 0.2140 -0.9542 -1.5541
H: -1.9953 1.7749 -1.0954
H: -1.5816 1.4023 -2.5940
O: -1.8268 2.1831 -2.0698
H: 0.8458 3.0050 -1.5547
H: -0.0935 3.8341 -2.5312
O: 0.7956 3.8178 -2.1538
H: -0.8065 0.9234 2.7892
H: -1.2003 -0.1807 1.8168
O: -1.4555 0.2971 2.6097
H: 2.2638 -4.3616 -0.9674
H: 1.3216 -3.2720 -0.3318
O: 1.5401 -3.7905 -1.0996
H: -2.3737 -3.5442 0.3293
H: -2.9202 -2.9166 1.6657
O: -3.0459 -3.6292 1.0694
H: -2.6425 -0.0177 -0.0577
H: -4.2118 -0.2456 -0.4226
O: -3.5628 -0.2210 0.2773

---

ORCA calculation (wB97M-V/def2-TZVPD) on a cluster of 7 separate species, C4H22O7 in total at a distorted geometry.

* SMILES: CCO.CO.CO.O.O.O.O
* HOMO: -9.7 eV
* relative energy (zero: lowest compared OMol25 entry of this formula, charge and spin): 186.74 kJ/mol

Atoms and positions in Å:
C: 0.5305 3.9148 -0.5726
O: 0.9637 4.9801 0.2692
H: 0.6324 4.0926 -1.6431
H: 0.9509 2.9351 -0.3455
H: -0.5424 3.8459 -0.3933
H: 0.7602 5.7703 -0.2365
C: -1.0785 -3.4279 1.2820
O: 0.1516 -3.1854 0.6161
H: -0.9418 -3.3754 2.3621
H: -1.7945 -2.6259 1.1023
H: -1.5475 -4.3256 0.8791
H: -0.0465 -3.1149 -0.3206
O: 0.5346 -0.0889 0.6474
H: 0.4068 -1.0304 0.5317
H: 0.7129 0.2393 -0.2339
O: -2.3458 0.5131 1.2342
H: -1.3890 0.5385 1.2498
H: -2.6141 1.3652 1.5780
O: 1.8948 -0.5845 2.8581
H: 1.3935 -0.2883 2.0984
H: 2.2260 -1.4464 2.6059
O: 2.4961 -3.2457 1.9539
H: 1.6622 -3.1259 1.4993
H: 2.4812 -4.1570 2.2464
C: -1.5029 0.6069 -1.9160
C: -0.2868 0.7687 -2.7831
O: 0.8620 0.5726 -1.9692
H: -1.5645 1.3703 -1.1404
H: -1.5917 -0.3687 -1.4381
H: -2.3796 0.8286 -2.5246
H: -0.2773 1.6878 -3.3689
H: -0.3205 -0.0225 -3.5320
H: 1.5643 0.3839 -2.5960

---

ORCA calculation (wB97M-V/def2-TZVPD) on a cluster of 9 separate species, C4H22O8 in total at a distorted geometry.

* SMILES: C=CC=C.O.O.O.O.O.O.O.O
* HOMO: -9.1 eV
* relative energy (zero: lowest compared OMol25 entry of this formula, charge and spin): 160.53 kJ/mol

Atoms and positions in Å:
C: -2.2511 2.0843 0.7781
C: -2.5317 0.8197 1.0923
C: -1.5191 -0.2721 1.2220
C: -1.7668 -1.4907 1.7449
H: -1.2223 2.4291 0.6671
H: -3.0374 2.8284 0.8370
H: -3.3860 0.5163 1.6600
H: -0.6245 0.1319 0.7794
H: -0.8649 -2.0678 1.9123
H: -2.7144 -1.7257 2.1844
H: -1.7886 -2.6037 -0.7872
H: -0.4166 -2.9747 -1.3018
O: -1.2878 -2.7007 -1.6071
H: 1.5787 2.3019 2.8788
H: 1.1664 0.9791 2.5620
O: 1.4464 1.4774 3.3585
H: 2.3984 -1.2154 -0.1432
H: 1.9642 -2.5324 0.5635
O: 1.9950 -2.0795 -0.2908
H: -1.0128 0.1304 -3.7464
H: -1.8954 0.6051 -2.6250
O: -1.8313 0.6193 -3.5858
H: 2.3717 2.4646 0.9823
H: 1.9545 1.8890 -0.2988
O: 2.2807 1.5953 0.5776
H: 0.9823 1.1048 -1.8230
H: 0.7442 2.3580 -2.8263
O: 0.6676 2.0793 -1.9008
H: 0.8695 -1.1186 -3.8735
H: 1.1101 -1.4555 -2.2602
O: 1.1137 -0.8462 -2.9915
H: 0.9411 -0.9533 3.3622
H: 2.3883 -0.7920 2.8478
O: 1.5040 -1.0604 2.5867

---

ORCA calculation (wB97M-V/def2-TZVPD) on a cluster of 9 separate species, C4H22O9 in total at a distorted geometry.

* SMILES: C=C/C=C/O.O.O.O.O.O.O.O.O
* HOMO: -8.8 eV
* relative energy (zero: lowest compared OMol25 entry of this formula, charge and spin): 13.66 kJ/mol

Atoms and positions in Å:
C: 1.0561 0.1129 2.4495
C: 0.7384 1.1830 1.7164
C: -0.0163 1.0542 0.4580
C: -0.4566 2.1563 -0.1722
O: -1.1548 1.9368 -1.3488
H: 1.6032 0.1160 3.3757
H: 0.7949 -0.8989 2.1949
H: 1.0642 2.2105 2.0124
H: -0.1786 0.1103 0.0930
H: -0.3801 3.2105 0.1549
H: -1.5156 2.8236 -1.6874
H: -1.5251 -0.7993 1.7767
H: -2.4736 -1.1232 0.6960
O: -1.9875 -1.5418 1.4314
H: -2.2221 -1.0791 -1.4221
H: -2.3086 0.3709 -1.0263
O: -2.7762 -0.4811 -0.8923
H: -1.0318 3.0405 2.7868
H: -0.7017 4.4857 2.8141
O: -0.7409 3.7764 2.2171
H: 0.3725 -2.7102 -3.2078
H: -0.4864 -2.4613 -1.9210
O: -0.4154 -2.1473 -2.8208
H: -1.0312 -2.5503 0.4079
H: 0.4864 -2.7426 0.0039
O: -0.4314 -2.8943 -0.2508
H: 0.3949 -0.6449 -2.8594
H: 0.1783 0.8505 -2.4908
O: 0.8546 0.2184 -2.7779
H: 2.2460 -1.3564 0.0767
H: 2.7438 -2.8585 0.2890
O: 2.0226 -2.1994 0.5541
H: 2.5121 0.7622 -0.2659
H: 2.0857 0.0490 -1.5641
O: 2.6805 0.0209 -0.8009

---

ORCA calculation (wB97M-V/def2-TZVPD) on a cluster of 9 separate species, C4H23NO10 in total at a distorted geometry.

* SMILES: CC(=O)NCC=O.O.O.O.O.O.O.O.O
* HOMO: -10.2 eV
* relative energy (zero: lowest compared OMol25 entry of this formula, charge and spin): 141.63 kJ/mol

Atoms and positions in Å:
C: -0.8840 -2.8491 1.1997
C: -0.1245 -1.7522 0.4809
N: 0.2475 -1.8582 -0.8235
C: -0.4012 -2.6860 -1.7919
C: -1.8561 -2.1789 -2.0178
O: -2.5353 -1.8137 -1.1077
O: 0.1895 -0.7443 1.1158
H: -0.4071 -3.8276 1.2378
H: -0.9338 -2.4808 2.2206
H: -1.8453 -2.9679 0.7171
H: 0.7821 -1.0800 -1.2158
H: -0.0164 -2.6150 -2.8132
H: -0.3684 -3.7721 -1.6697
H: -2.2088 -2.1813 -3.0593
H: -2.8516 -0.4350 0.4501
H: -2.2195 0.9150 0.8469
O: -3.0586 0.4884 0.6394
H: -0.9062 0.4866 2.7696
H: -2.3475 0.8494 2.7289
O: -1.5099 1.1702 3.0986
H: 4.3645 -1.1497 -0.6526
H: 3.4819 0.1422 -0.4007
O: 3.6842 -0.5816 -1.0032
H: -0.1088 2.3610 1.6333
H: 0.1726 1.0523 0.8633
O: 0.5399 1.9178 1.0745
H: -2.5783 3.7518 0.2743
H: -3.0476 2.4775 -0.4196
O: -2.3042 3.0915 -0.3693
H: 2.3525 3.5566 -0.6957
H: 1.3269 2.4212 -0.6779
O: 2.2486 2.6214 -0.8974
H: 2.0756 0.9432 -2.2021
H: 2.2631 -0.4515 -2.7484
O: 1.5845 0.2238 -2.6235
H: 2.5168 2.4030 1.3544
H: 2.3437 1.4901 2.4649
O: 2.9972 2.1253 2.1505

---

ORCA calculation (wB97M-V/def2-TZVPD) on a cluster of 7 separate species, C4H23NO6 in total.

* SMILES: CC[C@H](C)N.O.O.O.O.O.O
* HOMO: -9.9 eV
* relative energy (zero: lowest compared OMol25 entry of this formula, charge and spin): 0.00 kJ/mol

Atoms and positions in Å:
C: -1.9112 -0.9570 -0.4137
C: -1.3431 0.2410 0.3348
C: -2.1443 0.5268 1.6003
C: -1.7220 1.8147 2.2970
N: 0.0798 0.0448 0.6797
H: -1.3792 -1.1416 -1.3518
H: -1.8069 -1.8625 0.1866
H: -2.9691 -0.8173 -0.6519
H: -1.3898 1.1290 -0.3107
H: -3.2004 0.5587 1.3371
H: -2.0022 -0.2996 2.3090
H: -0.6787 1.7692 2.6089
H: -1.8165 2.6843 1.6427
H: -2.3401 2.0514 3.1658
H: 0.5674 -0.4553 -0.0500
H: 0.1388 -0.5169 1.5231
H: 1.3415 1.9045 -1.1950
H: 1.7569 2.2238 -2.6883
O: 1.3842 1.5423 -2.1216
H: -1.7027 0.7491 -2.7543
H: -0.3424 1.4385 -2.7487
O: -1.2450 1.5053 -3.1470
H: 3.4793 -0.7832 -1.9801
H: 2.1149 -0.0944 -2.1136
O: 2.5360 -0.9837 -1.9900
H: 1.8672 -3.2988 2.7123
H: 1.5166 -3.1492 1.2399
O: 1.1381 -3.0501 2.1406
H: 2.0766 2.5076 0.9427
H: 0.7271 1.7398 0.7201
O: 1.2829 2.4899 0.3839
H: 1.6376 -3.8497 -0.9902
H: 2.2672 -2.4214 -0.9262
O: 2.0814 -3.2401 -0.3912

---

ORCA calculation (wB97M-V/def2-TZVPD) on a cluster of 8 separate species, C4H23NO9 in total at a distorted geometry.

* SMILES: O=CNCCCO.O.O.O.O.O.O.O
* HOMO: -9.5 eV
* relative energy (zero: lowest compared OMol25 entry of this formula, charge and spin): 299.81 kJ/mol

Atoms and positions in Å:
O: 0.0269 -1.9732 -0.3523
C: -0.8548 -1.1763 -0.0198
N: -1.5063 -0.3725 -0.8740
C: -2.6143 0.4619 -0.3445
C: -2.1707 1.4391 0.7817
C: -0.8911 2.2366 0.5914
O: 0.2125 1.3456 0.4132
H: -1.2771 -1.1845 1.0023
H: -1.0116 -0.0728 -1.7026
H: -3.0826 0.9787 -1.1750
H: -3.2677 -0.3014 0.0601
H: -2.4451 1.0789 1.7703
H: -2.9242 2.2343 0.6836
H: -0.8171 2.8942 -0.2685
H: -0.8353 2.8262 1.5250
H: 1.0348 1.7046 0.7351
H: 2.4997 -2.5330 -1.6417
H: 1.0441 -2.5928 -2.0334
O: 1.9287 -2.5799 -2.4135
H: 2.0894 0.2847 1.3920
H: 2.4341 0.0469 2.7553
O: 2.8172 0.5171 1.9986
H: 0.3027 -3.2572 2.4436
H: 0.5280 -2.1662 1.5334
O: 0.7011 -2.3763 2.4796
H: 2.8234 -0.2225 -0.9200
H: 2.6820 1.0925 -0.1854
O: 2.1625 0.3718 -0.5496
H: -0.3651 -1.1508 3.2390
H: -1.8884 -1.4863 3.6107
O: -1.2874 -0.8296 3.2598
H: -0.6451 1.6636 -3.3822
H: 0.3062 1.4636 -2.0381
O: -0.4300 1.8681 -2.4758
H: 1.5124 -0.8279 -3.3251
H: 1.9701 0.5070 -3.0498
O: 1.2383 0.0877 -3.5233

---

ORCA calculation (wB97M-V/def2-TZVPD) on a structure of composition C4H24CuNO8 at a distorted geometry.

* HOMO: -8.1 eV
* relative energy (zero: lowest compared OMol25 entry of this formula, charge and spin): 3074.53 kJ/mol

Atoms and positions in Å:
Cu: -1.3455 2.7702 1.5202
O: -0.4695 1.8116 0.6619
H: -0.4449 1.0193 0.0906
C: 0.9014 -3.8031 -1.8588
C: 0.2414 -3.2296 -0.6556
C: 0.8901 -1.9236 -0.0456
O: 0.2003 -1.4555 1.1507
C: 0.2858 0.0027 1.2818
N: -1.2569 -3.1978 -0.7835
H: 0.8092 -3.1676 -2.7396
H: 0.6772 -4.8375 -2.1193
H: 1.9885 -3.8475 -1.7933
H: 0.4574 -3.8795 0.1924
H: 0.8518 -1.1779 -0.8397
H: 1.9443 -2.1001 0.1680
H: -0.1464 0.3761 0.3534
H: 1.3498 0.2101 1.3956
H: -0.3229 0.4686 2.0568
H: -1.4334 -2.2739 -1.1515
H: -1.6665 -2.9624 0.1093
O: 1.1691 2.5888 1.2604
H: 0.5406 1.9414 0.9409
H: 0.6364 3.3542 1.4761
O: 1.0670 1.3726 -0.7995
H: 1.9167 1.2207 -0.3858
H: 0.4567 1.4636 -0.0677
O: -0.7469 1.3114 2.7241
H: -1.2788 0.5302 2.8760
H: -0.4921 1.2528 1.8033
O: -1.7620 1.0930 -0.8336
H: -1.2469 1.4033 -0.0889
H: -2.6333 1.4640 -0.6940
O: -0.1778 0.5324 -1.9319
H: 0.5790 0.7791 -1.4003
H: -0.9346 0.7498 -1.3877
O: -0.1625 3.5256 -0.5221
H: -0.2816 4.0087 0.2956
H: -0.1602 2.6053 -0.2590

---

ORCA calculation (wB97M-V/def2-TZVPD) on a cluster of 7 separate species, C4H24N2O6 in total at a distorted geometry.

* charge: +1
* HOMO (alpha / beta): -13.0 / -12.9 eV
* 2S+1: 2
* relative energy (zero: lowest compared OMol25 entry of this formula, charge and spin): 174.33 kJ/mol

Atoms and positions in Å:
C: -1.2600 0.9769 -1.9042
C: -1.1955 -0.4090 -2.5867
C: -1.7117 -1.6379 -1.8061
C: -0.7353 -2.2199 -0.7192
N: 0.1384 -1.2327 -0.0937
N: -2.0973 1.0916 -0.7721
H: -0.2704 1.4111 -1.6492
H: -1.5746 1.5723 -2.7878
H: -1.8262 -0.4496 -3.4751
H: -0.1525 -0.5555 -2.8811
H: -1.7233 -2.4745 -2.4954
H: -2.6400 -1.3123 -1.3455
H: -1.4103 -2.6588 0.0285
H: -0.3036 -3.1569 -1.0858
H: 0.5581 -1.6882 0.7113
H: -0.3439 -0.3826 0.1285
H: -2.4995 0.2091 -0.4387
H: -1.8043 1.6085 0.0640
H: 1.3267 -2.1093 -3.1976
H: 2.4733 -1.3868 -2.3362
O: 2.2568 -1.8073 -3.1569
H: -1.2616 1.1383 2.7578
H: -2.2918 2.1213 2.2896
O: -2.0198 1.2082 2.1482
H: 0.3694 -0.6490 3.1332
H: 0.6986 -2.2187 3.0244
O: 0.8646 -1.3429 2.6430
H: 2.3991 0.1236 3.6580
H: 2.0960 0.8043 2.4751
O: 2.6523 0.9455 3.2431
H: 2.1368 1.1688 -2.0598
H: 1.7452 1.0693 -0.6169
O: 1.7800 1.7057 -1.3686
H: 0.9786 2.1570 3.2566
H: 0.4914 2.6945 1.7926
O: 0.2577 2.2597 2.6123